{"formula": "C37H32BFeN18SeSi", "method": "ωB97M-V/def2-TZVPD", "charge": -1, "s_squared": 6.383, "orbital_gap_ev": [6.392, 6.746], "lumo_energy_ev": [0.937, 1.205], "largest_force_ha_per_bohr": 0.0429, "multiplicity": 5, "homo_ev": [-5.46, -5.54], "symbols": ["Fe", "C", "C", "N", "N", "C", "B", "N", "C", "C", "C", "N", "N", "C", "C", "C", "N", "N", "C", "C", "C", "N", "H", "H", "H", "H", "H", "H", "H", "H", "H", "H", "H", "H", "N", "C", "N", "N", "N", "N", "C", "N", "N", "N", "N", "H", "C", "C", "C", "C", "C", "C", "Si", "C", "C", "C", "C", "C", "C", "C", "C", "C", "C", "C", "C", "H", "H", "H", "H", "H", "H", "H", "H", "H", "H", "H", "H", "H", "H", "H", "Se", "C", "C", "C", "N", "C", "C", "H", "H", "H", "H"], "coordinates": [[0.018519, 0.332366, -0.122932], [3.051219, 3.221793, 1.074191], [2.501181, 2.275490, 0.207083], [1.488990, 1.651225, 0.789479], [1.361546, 2.169812, 2.026344], [2.293377, 3.122396, 2.223296], [0.266759, 1.567159, 2.923668], [-1.115867, 1.835284, 2.300251], [-1.986329, 2.804395, 2.643686], [-3.140843, 2.620596, 1.918381], [-2.873250, 1.511566, 1.114899], [-1.654886, 1.041275, 1.355181], [0.518064, 0.032483, 2.966837], [0.982084, -0.690797, 4.003858], [1.206731, -1.979865, 3.569619], [0.853305, -1.954772, 2.217827], [0.445514, -0.743166, 1.869487], [0.240328, 2.079058, 4.364963], [-0.716510, 1.704566, 5.251448], [-0.426777, 2.286486, 6.459997], [0.750602, 3.015902, 6.212924], [1.142229, 2.882835, 4.958029], [3.883034, 3.874751, 0.877817], [2.795643, 2.022651, -0.798203], [2.349582, 3.636977, 3.163383], [-1.727636, 3.555251, 3.370526], [-4.043280, 3.204553, 1.954665], [-3.503340, 1.037854, 0.380212], [1.125013, -0.254058, 4.977316], [1.580722, -2.810831, 4.141019], [0.884765, -2.752617, 1.492571], [-1.528414, 1.058366, 4.959691], [-0.970602, 2.191315, 7.383920], [1.321053, 3.629726, 6.891468], [0.610949, 2.097667, -3.241324], [-0.139329, 2.736716, -2.280812], [-0.507181, 4.000905, -2.383885], [-1.222932, 4.226496, -1.270554], [-1.279261, 3.165444, -0.546317], [-0.611420, 2.170711, -1.164105], [1.295199, 0.938811, -3.032966], [2.150015, 0.425255, -3.916050], [2.617996, -0.682316, -3.334999], [2.069275, -0.844389, -2.182566], [1.220087, 0.175424, -1.938330], [0.868450, 2.645852, -4.044449], [0.525683, -3.967110, -4.194861], [0.835491, -4.013513, -2.842964], [0.222750, -3.138204, -1.963684], [-0.720934, -2.210345, -2.409080], [-1.025283, -2.181080, -3.768542], [-0.403380, -3.047959, -4.657580], [-1.547667, -1.060317, -1.139049], [-2.969048, -0.168387, -2.037356], [-2.701931, 0.727986, -3.075152], [-3.717845, 1.443277, -3.687660], [-5.033233, 1.263801, -3.281616], [-5.323432, 0.359326, -2.270845], [-4.298654, -0.343177, -1.652154], [-2.398617, -2.315088, 0.025594], [-2.652930, -2.053912, 1.373169], [-3.311389, -2.981146, 2.169044], [-3.723880, -4.191703, 1.632043], [-3.487641, -4.465606, 0.291633], [-2.834712, -3.533380, -0.500774], [1.015084, -4.639124, -4.888769], [1.570764, -4.720696, -2.479407], [0.479999, -3.170401, -0.908955], [-1.761353, -1.476779, -4.135885], [-0.643648, -3.000293, -5.712665], [-1.681318, 0.877321, -3.405518], [-3.483628, 2.152070, -4.471960], [-5.827045, 1.832442, -3.749975], [-6.348566, 0.210383, -1.953722], [-4.536272, -1.041464, -0.856551], [-2.324266, -1.112980, 1.796093], [-3.502971, -2.765824, 3.213505], [-4.228159, -4.921062, 2.254393], [-3.810108, -5.405029, -0.140601], [-2.660045, -3.751567, -1.547778], [3.515119, -1.448927, -0.088144], [5.166813, -0.728176, -0.675616], [6.360433, -1.228115, -0.152088], [7.559310, -0.683193, -0.575754], [7.657612, 0.302750, -1.464241], [6.514517, 0.784438, -1.948108], [5.260916, 0.318477, -1.589702], [6.340430, -2.031892, 0.572173], [8.500181, -1.059422, -0.185334], [6.607831, 1.596231, -2.662131], [4.380653, 0.750769, -2.039974]], "forces_ev_per_angstrom": [[0.7, 1.7, 0.7], [0.0, 0.0, 0.0], [0.0, 0.0, 0.1], [-0.2, -0.2, -0.2], [0.2, 0.2, 0.2], [0.1, 0.0, -0.1], [0.2, 0.0, -0.3], [-0.1, 0.2, 0.3], [-0.1, -0.1, -0.1], [-0.1, -0.1, 0.1], [0.0, -0.1, 0.2], [0.3, -0.1, -0.6], [0.0, -0.1, 0.2], [0.0, -0.1, 0.0], [0.0, 0.0, 0.0], [0.0, 0.0, 0.0], [-0.1, 0.0, -0.9], [-0.3, -0.1, 0.1], [0.0, 0.0, 0.1], [0.0, 0.0, 0.0], [0.0, -0.1, -0.1], [0.3, 0.1, 0.0], [0.0, 0.0, 0.1], [-0.1, 0.0, 0.0], [0.0, 0.0, 0.0], [0.0, 0.0, 0.1], [0.0, 0.1, 0.0], [0.0, 0.1, -0.1], [0.0, 0.1, 0.0], [0.0, 0.0, 0.0], [0.0, 0.0, 0.0], [0.0, 0.0, 0.0], [0.0, 0.0, 0.0], [0.0, 0.0, 0.0], [-0.1, 0.1, -0.2], [-0.3, 0.2, 0.4], [0.2, -0.1, -0.3], [-0.1, 0.0, 0.1], [-0.1, 0.2, 0.1], [0.4, -0.5, -0.2], [0.3, -0.5, 0.1], [-0.1, 0.3, 0.0], [-0.1, -0.2, 0.1], [0.1, 0.0, -0.2], [-0.5, 0.1, 0.6], [0.0, 0.0, 0.0], [0.0, 0.0, -0.1], [0.0, -0.1, 0.1], [-0.1, 0.0, 0.0], [0.0, 0.3, 0.2], [0.0, 0.1, 0.0], [0.0, 0.0, 0.0], [-1.2, -1.5, -1.0], [0.4, 0.2, 0.3], [0.0, 0.0, 0.0], [0.0, 0.0, 0.0], [0.0, 0.0, 0.0], [0.0, 0.0, 0.0], [0.0, -0.1, 0.0], [0.2, 0.4, 0.2], [0.0, 0.0, 0.0], [0.0, -0.1, 0.1], [0.0, 0.0, 0.0], [0.0, 0.0, 0.0], [0.0, 0.0, -0.1], [0.0, 0.0, 0.0], [0.0, 0.0, 0.0], [0.1, 0.0, 0.0], [0.0, 0.0, -0.1], [0.0, 0.0, 0.0], [0.0, 0.1, 0.0], [0.0, 0.0, 0.0], [0.0, 0.0, 0.0], [0.0, 0.0, 0.0], [0.0, 0.0, 0.0], [0.0, -0.1, 0.0], [0.0, 0.0, 0.0], [0.0, 0.0, 0.0], [0.0, 0.0, 0.0], [0.0, -0.1, 0.0], [0.1, -0.1, 0.3], [0.1, 0.1, 0.0], [-0.2, 0.0, 0.0], [0.0, 0.0, 0.0], [0.1, 0.1, 0.0], [0.0, 0.0, 0.0], [-0.1, -0.1, 0.0], [0.1, 0.0, 0.0], [0.0, 0.0, 0.0], [0.0, 0.0, 0.0], [-0.1, 0.0, 0.0]], "lowdin_charge": [0.64, -0.04, -0.14, 0.00, 0.04, -0.06, -0.66, 0.02, -0.07, -0.05, -0.15, -0.01, 0.03, -0.06, -0.05, -0.18, 0.00, -0.02, -0.11, -0.07, -0.16, 0.07, 0.09, 0.09, 0.09, 0.13, 0.09, 0.09, 0.12, 0.09, 0.10, 0.13, 0.08, 0.09, 0.14, -0.50, 0.02, -0.08, -0.05, -0.03, -0.47, 0.05, -0.04, -0.19, -0.03, 0.14, -0.09, -0.09, -0.13, -0.31, -0.09, -0.09, 0.77, -0.27, -0.11, -0.07, -0.09, -0.09, -0.11, -0.27, -0.11, -0.09, -0.10, -0.09, -0.10, 0.10, 0.10, 0.09, 0.09, 0.10, 0.09, 0.10, 0.10, 0.10, 0.10, 0.07, 0.10, 0.09, 0.10, 0.10, 0.83, -0.64, -0.14, -0.17, 0.04, -0.16, -0.12, 0.09, 0.10, 0.10, 0.07]}